This record from OMol25 describes a cluster of 12 separate species, C76H65BrCl22NO2 in total. The level of theory is wB97M-V/def2-TZVPD.

```
167
C76H65BrCl22NO2 (wB97M-V/def2-TZVPD)
C 1.888 -2.439 -0.220
C 3.184 -2.131 -1.017
C 2.977 -2.092 -2.529
C 2.680 -3.483 -3.103
O 1.281 -3.594 -3.481
N 0.746 -4.862 -3.269
C 0.187 -5.147 -1.887
O -0.011 -6.519 -1.882
C 0.758 -7.180 -2.907
C 1.771 -8.182 -2.354
C 2.485 -7.703 -1.065
C 4.010 -7.814 -1.131
Br 4.886 -6.063 -1.232
C 1.409 -6.068 -3.796
H 1.948 -3.443 0.203
H 1.014 -2.339 -0.866
H 1.807 -1.754 0.618
H 3.882 -2.937 -0.777
H 3.615 -1.206 -0.641
H 2.218 -1.368 -2.829
H 3.925 -1.786 -2.977
H 3.263 -3.614 -4.015
H 2.977 -4.237 -2.375
H -0.121 -4.803 -3.842
H 0.949 -4.883 -1.154
H -0.742 -4.585 -1.835
H 0.017 -7.747 -3.469
H 2.516 -8.362 -3.132
H 1.274 -9.126 -2.141
H 2.183 -6.685 -0.831
H 2.153 -8.309 -0.224
H 4.352 -8.376 -1.994
H 4.418 -8.286 -0.244
H 1.099 -6.297 -4.810
H 2.476 -6.165 -3.617
Cl 3.064 0.675 1.505
C 3.521 -0.083 2.994
C 2.869 0.215 4.182
Cl 1.565 1.347 4.235
C 3.265 -0.403 5.360
C 4.306 -1.317 5.352
C 4.952 -1.617 4.158
C 4.561 -1.000 2.982
H 2.757 -0.167 6.283
H 4.615 -1.795 6.270
H 5.765 -2.331 4.145
H 5.066 -1.229 2.053
Cl 7.253 7.387 2.408
C 6.390 5.898 2.209
C 6.990 4.774 1.660
Cl 8.645 4.785 1.158
C 6.253 3.608 1.508
C 4.926 3.566 1.902
C 4.329 4.693 2.454
C 5.061 5.857 2.606
H 6.721 2.732 1.079
H 4.355 2.653 1.779
H 3.293 4.663 2.765
H 4.604 6.737 3.028
Cl 2.306 7.187 3.664
C 1.390 7.839 2.340
C 1.990 8.284 1.165
Cl 3.701 8.214 0.912
C 1.205 8.810 0.148
C -0.168 8.889 0.297
C -0.766 8.440 1.465
C 0.012 7.918 2.484
H 1.675 9.160 -0.760
H -0.771 9.303 -0.500
H -1.840 8.498 1.586
H -0.451 7.571 3.397
Cl 4.172 -1.229 8.426
C 4.777 0.096 9.364
C 4.459 0.238 10.707
Cl 3.452 -0.905 11.521
C 4.958 1.318 11.421
C 5.771 2.249 10.797
C 6.091 2.103 9.455
C 5.594 1.027 8.739
H 4.708 1.429 12.467
H 6.154 3.090 11.360
H 6.727 2.827 8.964
H 5.840 0.911 7.692
Cl -2.357 -1.313 4.219
C -2.430 -2.159 2.718
C -1.286 -2.664 2.116
Cl 0.275 -2.487 2.840
C -1.382 -3.332 0.906
C -2.613 -3.498 0.296
C -3.759 -2.998 0.895
C -3.666 -2.330 2.105
H -0.486 -3.722 0.446
H -2.685 -4.022 -0.650
H -4.722 -3.133 0.416
H -4.556 -1.937 2.577
Cl -1.588 -4.409 -5.323
C -1.743 -5.054 -6.936
C -1.510 -6.387 -7.229
Cl -1.062 -7.527 -6.005
C -1.646 -6.839 -8.532
C -2.016 -5.960 -9.536
C -2.255 -4.626 -9.238
C -2.118 -4.173 -7.937
H -1.463 -7.880 -8.761
H -2.119 -6.318 -10.551
H -2.548 -3.937 -10.018
H -2.303 -3.134 -7.701
Cl -6.975 -3.152 -0.366
C -6.855 -3.981 -1.882
C -6.335 -5.265 -1.962
Cl -5.787 -6.108 -0.551
C -6.244 -5.900 -3.192
C -6.675 -5.252 -4.338
C -7.197 -3.967 -4.256
C -7.286 -3.331 -3.029
H -5.839 -6.901 -3.252
H -6.604 -5.750 -5.295
H -7.538 -3.459 -5.148
H -7.698 -2.325 -2.959
Cl -8.517 -0.889 -6.214
C -10.158 -0.878 -5.662
C -10.468 -0.825 -4.311
Cl -9.231 -0.763 -3.099
C -11.793 -0.818 -3.903
C -12.808 -0.863 -4.843
C -12.499 -0.913 -6.196
C -11.176 -0.920 -6.603
H -12.030 -0.778 -2.849
H -13.840 -0.859 -4.520
H -13.288 -0.945 -6.934
H -10.931 -0.957 -7.655
Cl 4.483 14.217 5.072
C 4.820 12.658 4.401
C 3.812 11.729 4.185
Cl 2.162 12.082 4.568
C 4.121 10.490 3.647
C 5.429 10.175 3.322
C 6.438 11.103 3.540
C 6.133 12.343 4.077
H 3.334 9.772 3.477
H 5.657 9.206 2.892
H 7.462 10.864 3.285
H 6.915 13.070 4.246
Cl 2.752 11.443 -2.026
C 3.422 12.851 -1.274
C 3.297 13.072 0.090
Cl 2.481 11.951 1.117
C 3.842 14.214 0.660
C 4.509 15.133 -0.132
C 4.637 14.910 -1.496
C 4.093 13.771 -2.065
H 3.742 14.383 1.724
H 4.930 16.023 0.317
H 5.160 15.624 -2.118
H 4.190 13.595 -3.128
Cl -9.014 -13.128 -0.043
C -8.542 -11.466 -0.062
C -7.397 -11.045 -0.723
Cl -6.384 -12.159 -1.575
C -7.045 -9.704 -0.711
C -7.833 -8.782 -0.044
C -8.982 -9.202 0.614
C -9.334 -10.541 0.604
H -6.150 -9.379 -1.225
H -7.542 -7.739 -0.044
H -9.604 -8.486 1.135
H -10.227 -10.872 1.116
```

Calculated values
2S+1: 1
E_LUMO: -2.01 eV
Total charge: +1
Kohn-Sham gap: 7.80 eV
E: -430981.090 eV
Highest occupied orbital energy: -9.812 eV

These are the Mulliken partial charges, in e, on atoms 1 to 2: -0.3204 -0.2968